Record 1
The following is a quantum chemistry calculation of a cluster of 26 separate species, C21H89BF3NO38P2 in total at a distorted geometry, from the Open Molecules 2025 dataset.

Last column: Löwdin charge in e.
CARTESIAN COORDINATES (ANGSTROEM)
1 P 4.91 -0.14 -2.83  0.748
2 P -0.69 1.99 -0.80  0.884
3 F 5.56 3.60 2.51  0.012
4 F 3.12 4.12 2.47  0.033
5 F 4.05 2.61 4.07  -0.012
6 O -4.19 -6.08 1.20  -0.074
7 O -6.93 -1.80 0.61  -0.069
8 O -0.28 3.41 -0.14  -0.500
9 O -1.25 1.25 -8.07  -0.068
10 O -0.57 7.27 -4.22  -0.057
11 O -0.91 4.56 3.58  -0.067
12 O 0.70 2.65 -4.49  -0.153
13 O 1.15 0.60 -5.82  -0.047
14 O 6.54 0.38 -3.33  -0.239
15 O 2.05 -4.11 3.87  -0.021
16 O 3.04 -7.06 5.01  -0.080
17 O 1.66 -2.17 2.40  -0.005
18 O -9.63 -0.89 -4.67  -0.069
19 O -1.49 8.50 0.29  -0.058
20 O 3.25 0.77 2.55  -0.066
21 O 5.47 6.21 4.24  -0.060
22 O 5.74 -0.29 4.38  -0.051
23 O 3.97 0.18 -4.05  -0.337
24 O -0.02 1.29 5.99  -0.058
25 O 3.07 -1.64 5.77  -0.048
26 O -11.90 -4.37 -0.94  -0.080
27 O 0.91 8.40 -1.75  -0.081
28 O -6.59 0.99 1.07  -0.060
29 O 7.62 -0.42 6.61  -0.068
30 O 5.05 -1.90 -2.68  -0.221
31 O 8.66 -2.03 -0.34  -0.079
32 O 9.42 -0.34 -2.60  -0.067
33 O 1.09 -3.34 0.38  0.018
34 O -7.23 -6.14 -2.15  -0.041
35 O -9.76 -4.52 -3.22  -0.054
36 O 2.38 1.83 -2.05  -0.173
37 O -7.30 -2.79 -3.85  -0.045
38 O 0.51 -7.51 5.60  -0.073
39 O -5.91 -4.34 -0.56  -0.090
40 O -1.87 4.66 -4.41  -0.064
41 O -2.20 -0.89 5.24  -0.066
42 O -1.85 2.01 2.04  0.000
43 O 1.08 0.16 0.53  -0.139
44 N -0.21 0.32 3.06  0.160
45 C 4.15 -3.39 2.62  0.009
46 C 3.92 1.74 1.68  -0.202
47 C -3.76 -1.58 -0.57  -0.366
48 C -3.18 -3.11 -0.58  -0.096
49 C -1.31 -0.82 0.02  -0.129
50 C -0.29 0.49 0.29  -0.396
51 C 2.05 4.21 -2.90  -0.072
52 C 4.55 0.77 -1.21  -0.159
53 C 2.87 -1.41 0.03  0.001
54 C 1.43 3.93 -4.43  -0.188
55 C 1.82 -2.34 0.94  -0.214
56 C 2.54 -3.23 2.97  -0.239
57 C 1.99 -0.09 -0.54  -0.299
58 C -3.91 -0.88 -2.05  -0.106
59 C 0.93 1.94 -5.76  -0.119
60 C 3.08 2.26 0.39  -0.015
61 C 3.02 1.19 -0.89  -0.304
62 C -2.87 -0.55 0.40  -0.178
63 C 1.37 -0.71 -1.94  -0.007
64 C 3.10 2.93 -2.64  -0.186
65 C 4.17 3.09 2.64  -0.172
66 B -0.82 0.98 1.82  -0.459
67 H 5.20 1.78 -1.24  0.134
68 H -0.51 1.03 -7.49  -0.016
69 H 6.98 -0.53 5.89  -0.018
70 H 3.53 2.72 -3.73  0.138
71 H -8.00 -6.72 -2.14  0.074
72 H 0.70 4.76 -4.79  0.115
73 H -8.89 -1.42 -4.33  -0.012
74 H 4.78 -2.70 3.34  0.097
75 H -7.15 0.85 1.84  0.048
76 H -4.48 -5.23 0.85  -0.014
77 H 0.37 7.64 -1.99  0.009
78 H -1.81 8.74 1.17  0.047
79 H -6.86 -2.89 -2.99  0.044
80 H 5.67 -1.99 -1.87  0.084
81 H 3.58 3.30 0.08  0.151
82 H 0.77 -1.68 -1.61  0.100
83 H 2.21 -1.14 -2.67  0.108
84 H -11.61 -4.39 -1.86  0.003
85 H 0.80 -7.53 4.68  0.044
86 H -6.71 -4.14 -0.06  0.049
87 H -2.15 -1.75 5.67  0.045
88 H -1.54 5.57 -4.39  -0.014
89 H -2.63 1.62 2.58  0.146
90 H 4.50 -4.50 2.87  0.123
91 H -0.22 1.95 -2.15  0.007
92 H -7.23 -0.95 0.26  0.025
93 H -1.27 -1.07 -1.14  0.109
94 H 7.04 -0.41 -3.72  0.083
95 H -9.02 -5.05 -2.89  0.000
96 H -6.88 1.85 0.72  0.053
97 H -6.94 -6.16 -3.08  0.074
98 H 3.22 -2.12 -0.83  0.131
99 H 0.01 7.99 -4.49  0.066
100 H -1.87 -0.27 5.91  0.018
101 H -0.41 -0.70 3.04  0.077
102 H 0.82 1.12 5.54  0.039
103 H -6.13 -5.16 -1.02  0.014
104 H 0.25 1.69 6.83  0.054
105 H 0.88 2.48 -6.82  0.179
106 H 5.10 0.15 -0.34  0.111
107 H 10.00 0.39 -2.87  0.051
108 H 2.74 -6.20 4.66  0.001
109 H 5.44 0.56 4.03  0.032
110 H -1.76 0.42 -8.12  0.043
111 H 1.14 4.22 -2.17  0.104
112 H 2.01 2.57 0.78  0.143
113 H 3.71 -1.09 0.78  0.101
114 H 5.17 -0.44 5.15  0.039
115 H -1.13 4.14 -4.08  0.000
116 H -4.09 -3.82 -0.80  0.052
117 H -2.15 2.06 -0.89  0.047
118 H 2.60 5.25 -2.94  0.131
119 H 7.07 -0.22 7.38  0.037
120 H -0.94 -1.73 0.69  0.131
121 H -12.67 -4.96 -0.92  0.034
122 H -3.17 -0.86 1.51  0.141
123 H 4.42 -3.21 1.50  0.086
124 H -9.30 0.02 -4.65  0.038
125 H -0.72 0.69 3.92  0.051
126 H 3.99 3.39 -2.04  0.118
127 H -1.12 3.77 3.07  -0.003
128 H 8.56 0.08 -2.48  0.003
129 H 0.60 -0.03 -2.48  0.080
130 H -4.75 -6.23 1.97  0.036
131 H 5.00 1.33 1.48  0.157
132 H 4.66 6.42 4.73  0.041
133 H 8.92 -1.63 0.50  0.039
134 H 0.05 4.54 3.67  0.028
135 H 2.26 -1.43 6.27  0.049
136 H -6.72 -3.27 -4.47  0.064
137 H 2.85 -2.46 5.30  0.008
138 H -7.49 -1.95 1.38  0.052
139 H -2.34 -3.22 -1.40  0.092
140 H 5.25 5.39 3.77  -0.008
141 H -4.74 -0.03 -1.96  0.087
142 H 9.50 -2.20 -0.79  0.033
143 H 2.47 -7.20 5.78  0.017
144 H -1.43 7.69 -4.10  0.067
145 H 3.87 -0.02 2.73  0.101
146 H -2.03 7.74 0.04  0.048
147 H -4.29 -1.63 -2.87  0.073
148 H 2.34 3.82 -5.19  0.140
149 H -4.85 -1.57 -0.08  0.109
150 H -2.82 -3.36 0.51  0.093
151 H -0.26 -8.10 5.61  0.052
152 H 0.59 8.64 -0.87  0.015
153 H -9.43 -3.61 -3.20  0.026
154 H -3.28 0.52 0.16  0.097
155 H -2.92 -0.32 -2.40  0.078

Calculated values
- energy relative to the best compared isomer or geometry (same formula, charge and spin) (kcal/mol) = 200.1

Record 2
The following is a quantum chemistry calculation of a cluster of 25 separate species, C21H90BN2O25 in total at a distorted geometry, from the Open Molecules 2025 dataset.

Last column: Löwdin charge in e.
CARTESIAN COORDINATES (ANGSTROEM)
1 O 6.78 -5.45 5.37  -0.039
2 O 4.25 4.26 -0.15  -0.030
3 O 8.90 2.73 0.08  -0.064
4 O -10.86 -3.70 1.65  -0.058
5 O 9.97 7.98 1.78  -0.062
6 O -6.41 -4.16 -2.64  -0.055
7 O -6.82 2.49 -3.19  -0.041
8 O -9.97 -5.46 -3.49  -0.056
9 O 8.25 -2.18 7.32  -0.062
10 O 1.10 -4.38 -1.35  -0.032
11 O 0.26 1.28 -3.08  0.193
12 O -6.65 3.80 0.49  -0.044
13 O 6.97 -1.32 4.49  -0.039
14 O 5.34 -7.80 3.90  -0.063
15 O 10.54 9.71 -0.87  -0.047
16 O -11.80 -1.19 -1.07  -0.062
17 O -9.04 0.33 -4.22  -0.058
18 O -9.34 3.67 2.43  -0.059
19 O 8.86 -7.90 2.52  -0.041
20 O 8.95 5.10 1.69  -0.061
21 O -6.82 5.36 -2.42  -0.060
22 O -9.84 2.60 -2.37  -0.056
23 O 8.76 8.62 4.57  -0.045
24 O -7.82 -4.55 -5.36  -0.057
25 O 7.78 -5.22 2.19  -0.063
26 N 2.35 -0.82 -0.90  0.153
27 N 2.93 1.24 0.99  -0.005
28 C -1.69 1.46 0.94  -0.175
29 C 6.57 -2.41 0.91  -0.188
30 C -6.64 0.57 0.11  -0.187
31 C 3.72 -0.71 -0.36  -0.253
32 C -7.48 -0.22 -0.89  -0.203
33 C 5.80 -2.23 -0.43  -0.138
34 C 7.46 -1.30 1.13  -0.141
35 C -7.44 -1.75 -0.65  -0.230
36 C -8.85 -2.34 -0.57  -0.108
37 C -3.08 1.94 0.48  -0.194
38 C 2.71 0.78 -3.47  -0.119
39 C 8.26 -0.40 1.30  0.149
40 C 1.60 0.52 -0.96  -0.258
41 C -4.11 0.81 0.56  -0.197
42 C 0.29 0.30 -0.19  -0.130
43 C -0.70 1.46 -0.24  -0.180
44 C 4.28 -2.15 -0.20  -0.132
45 C 2.56 -0.50 -4.37  -0.072
46 C 3.62 -0.07 1.02  -0.125
47 C 2.47 1.61 -0.34  -0.160
48 C -5.25 0.96 -0.47  -0.202
49 B 1.43 0.88 -2.53  -0.426
50 H 4.40 -0.20 -1.03  0.149
51 H 9.05 5.77 2.37  0.025
52 H -9.98 -3.50 2.00  0.030
53 H -7.91 -4.80 -6.29  0.050
54 H 3.64 0.79 -2.92  0.083
55 H 1.81 -4.58 -0.73  0.039
56 H -4.52 0.74 1.56  0.110
57 H 4.59 -0.03 1.50  0.134
58 H 9.17 -8.29 3.35  0.057
59 H 7.17 -5.51 6.24  0.060
60 H -8.63 3.72 1.78  -0.004
61 H -6.33 1.71 -3.48  0.058
62 H -12.03 -2.11 -0.89  0.035
63 H -5.91 3.55 1.05  0.040
64 H 5.52 -7.14 4.58  -0.001
65 H 9.68 5.27 1.09  0.044
66 H 3.78 -2.77 -0.94  0.107
67 H 6.27 -4.63 5.40  0.049
68 H -9.09 -5.27 -3.12  0.021
69 H 1.82 2.47 -0.23  0.135
70 H -0.02 0.75 -3.83  0.130
71 H 10.13 8.81 1.32  0.014
72 H 3.96 -2.52 0.77  0.116
73 H 6.12 -1.34 -0.96  0.109
74 H 1.85 -1.40 -0.22  0.161
75 H -0.20 -0.62 -0.50  0.133
76 H -8.88 -3.26 -0.01  0.052
77 H -5.93 5.56 -2.13  0.025
78 H -5.50 -4.37 -2.89  0.042
79 H -7.12 -0.06 -1.90  0.086
80 H -8.70 -4.25 -5.11  0.033
81 H -9.45 0.05 -3.39  0.029
82 H 5.87 -2.44 1.74  0.103
83 H 6.06 -1.11 4.73  0.045
84 H 5.99 -3.09 -1.06  0.116
85 H -7.00 2.32 -2.25  0.026
86 H 2.33 -1.33 -1.78  0.157
87 H 3.57 1.91 1.39  0.107
88 H 6.08 -7.71 3.29  0.009
89 H -8.51 0.11 -0.83  0.101
90 H -10.78 -4.58 1.27  0.038
91 H -9.71 0.18 -4.89  0.043
92 H -9.54 -1.65 -0.12  0.049
93 H 7.83 -2.14 6.45  -0.010
94 H -12.02 -0.73 -0.26  0.043
95 H 9.84 8.24 2.70  0.000
96 H 7.57 -5.36 3.12  0.004
97 H -6.76 4.46 -2.77  -0.008
98 H 1.05 -3.42 -1.36  -0.003
99 H 6.98 -1.31 3.53  -0.008
100 H 9.15 8.59 5.45  0.048
101 H -9.07 4.28 3.13  0.029
102 H 7.10 -3.36 0.89  0.100
103 H 0.56 0.15 0.86  0.124
104 H -5.04 0.26 -1.28  0.106
105 H -6.48 0.02 1.03  0.099
106 H 8.36 -5.97 1.97  0.008
107 H 11.47 9.68 -1.07  0.043
108 H 3.27 1.90 -1.03  0.116
109 H -6.90 -1.91 0.28  0.095
110 H 1.56 -0.90 -4.28  0.066
111 H 8.67 -8.67 1.97  0.056
112 H -1.30 2.05 1.76  0.112
113 H -5.26 1.95 -0.90  0.082
114 H 8.56 3.19 0.87  0.011
115 H 9.19 -2.31 7.13  0.037
116 H -1.77 0.43 1.27  0.099
117 H 10.10 9.67 -1.72  0.041
118 H -6.87 -4.05 -3.48  0.003
119 H 8.16 9.37 4.60  0.048
120 H -3.41 2.78 1.09  0.103
121 H -6.66 4.77 0.54  0.055
122 H -0.23 2.42 -0.37  0.119
123 H -9.88 -6.34 -3.86  0.046
124 H 3.02 -0.75 1.62  0.126
125 H 4.00 4.78 0.62  0.052
126 H 4.05 3.35 0.09  -0.023
127 H 2.69 1.66 -4.11  0.116
128 H -8.95 2.37 -2.65  -0.020
129 H 3.24 -1.29 -4.07  0.070
130 H -10.33 2.68 -3.19  0.037
131 H -3.64 -0.14 0.34  0.104
132 H 9.04 0.29 1.49  0.032
133 H -1.29 1.33 -1.14  0.102
134 H 8.84 1.80 0.31  -0.031
135 H 2.71 -0.24 -5.41  0.081
136 H -3.09 2.30 -0.54  0.103
137 H -7.16 1.49 0.38  0.085
138 H -6.94 -2.27 -1.46  0.068
139 H -9.20 -2.51 -1.59  0.071

Calculated values
- total charge = +1
- E_tot (eV) = -78074.0843

Record 3
The following is a quantum chemistry calculation of a structure of composition C22H10BrF5N2OSZr, from the Open Molecules 2025 dataset.

Last column: Löwdin charge in e.
CARTESIAN COORDINATES (ANGSTROEM)
1 Zr -0.48 -0.11 1.17  1.730
2 Br 1.89 5.30 -3.59  0.856
3 S -0.27 1.06 3.31  0.724
4 F 1.26 1.55 5.84  0.136
5 F 2.35 -3.32 3.68  0.171
6 F 0.59 -1.66 2.44  -0.090
7 F 3.00 -0.10 7.05  0.185
8 F 3.57 -2.52 6.00  0.188
9 O 0.82 0.54 -0.08  -0.259
10 N -1.54 1.62 0.51  -0.099
11 N -2.60 -0.81 0.89  -0.065
12 C 2.41 -0.49 5.94  -0.117
13 C 1.51 0.36 5.30  -0.225
14 C 2.45 2.76 -2.44  -0.045
15 C -4.84 2.50 2.08  -0.009
16 C 2.71 -1.73 5.40  -0.114
17 C -5.17 -1.20 1.87  0.066
18 C -2.84 1.58 1.09  -0.237
19 C 1.54 3.82 -2.50  -0.672
20 C -3.37 0.28 1.26  -0.176
21 C 0.12 2.64 -0.94  -0.122
22 C -5.39 1.25 2.20  0.024
23 C -1.13 2.60 -0.26  0.016
24 C 2.23 1.65 -1.64  0.034
25 C -4.66 0.11 1.80  -0.121
26 C 1.07 1.60 -0.89  -0.264
27 C 1.21 -1.27 3.65  -0.167
28 C 0.38 3.76 -1.76  -0.039
29 C -4.42 -2.27 1.44  0.004
30 C -3.12 -2.03 0.98  -0.070
31 C 2.10 -2.15 4.22  -0.140
32 C -3.56 2.67 1.52  0.033
33 C 0.88 -0.02 4.13  -0.492
34 H -1.81 3.43 -0.42  0.155
35 H -6.38 1.12 2.61  0.137
36 H -3.14 3.67 1.45  0.133
37 H -4.79 -3.28 1.48  0.131
38 H -2.49 -2.85 0.68  0.134
39 H 2.95 0.84 -1.60  0.138
40 H 3.35 2.81 -3.03  0.126
41 H -5.39 3.37 2.40  0.131
42 H -6.17 -1.36 2.27  0.145
43 H -0.35 4.56 -1.81  0.125

Calculated values
- total charge = +2
- energy relative to the best compared isomer or geometry (same formula, charge and spin) (kcal/mol) = 0.0

Record 4
The following is a quantum chemistry calculation of a structure of composition C22H10CaClF5N2O2, from the Open Molecules 2025 dataset.

Last column: Löwdin charge in e.
CARTESIAN COORDINATES (ANGSTROEM)
1 Ca -0.68 -1.05 -0.60  1.532
2 Cl -3.69 5.54 -2.04  0.644
3 F 4.40 -2.64 -4.69  0.120
4 F 5.01 -0.04 -4.20  0.108
5 F 1.30 0.24 -1.28  -0.009
6 F 3.43 1.39 -2.47  0.119
7 F 2.30 -3.82 -3.52  0.108
8 O -2.38 -0.16 -1.64  -0.247
9 O 0.69 -2.39 -1.77  -0.233
10 N -0.23 -1.94 1.63  -0.001
11 N -1.23 0.58 1.03  -0.025
12 C -2.63 1.10 -1.69  -0.377
13 C 3.95 -0.61 -3.60  -0.156
14 C -3.28 3.85 -1.89  -0.680
15 C 0.50 -1.21 3.81  -0.149
16 C -2.35 2.01 -0.61  -0.127
17 C 2.55 -2.54 -3.25  -0.145
18 C 2.08 -0.51 -2.14  -0.124
19 C -0.12 -0.95 2.56  -0.153
20 C -0.51 1.32 3.27  -0.006
21 C -0.64 0.37 2.30  -0.191
22 C 0.60 -0.19 4.78  -0.033
23 C 0.88 -3.47 3.09  -0.034
24 C 1.71 -1.85 -2.35  -0.341
25 C -1.75 1.70 0.66  -0.075
26 C 3.64 -1.94 -3.85  -0.148
27 C -3.25 1.65 -2.84  -0.007
28 C 0.25 -3.13 1.88  -0.110
29 C 0.10 1.05 4.51  -0.062
30 C 3.16 0.11 -2.74  -0.158
31 C -2.70 3.38 -0.75  -0.079
32 C -3.56 2.98 -2.95  -0.095
33 C 1.00 -2.51 4.04  0.000
34 H 0.18 1.84 5.24  0.110
35 H 1.08 -0.41 5.72  0.116
36 H -0.89 2.32 3.10  0.104
37 H 1.48 -2.72 4.99  0.123
38 H -4.02 3.36 -3.84  0.108
39 H -2.50 4.06 0.07  0.108
40 H -3.47 0.97 -3.66  0.118
41 H 0.14 -3.87 1.09  0.121
42 H 1.25 -4.47 3.24  0.111
43 H -1.77 2.55 1.35  0.113

Calculated values
- energy relative to the best compared isomer or geometry (same formula, charge and spin) (kcal/mol) = 0.0